No. 1
Entry from OMol25: an isolated ion of composition C16H27N2O3 and charge +1 (wB97M-V/def2-TZVPD).

CARTESIAN COORDINATES (ANGSTROEM)
C1 -0.838 -3.959 6.043
H1 -1.674 -3.281 6.254
O1 -0.677 -4.153 4.658
C2 -0.399 -2.970 3.960
H2 -1.222 -2.245 4.075
C3 -0.247 -3.350 2.484
H3 0.627 -4.001 2.366
H4 -1.139 -3.898 2.174
O2 -0.162 -2.244 1.611
C4 1.038 -1.499 1.689
C5 1.066 -0.632 0.426
C6 1.308 -1.530 -0.814
N1 1.163 -0.926 -2.111
C7 2.044 0.132 -2.506
H5 3.019 -0.017 -2.042
H6 2.180 0.068 -3.590
C8 1.498 1.540 -2.142
N2 0.027 1.459 -1.967
C9 -0.590 2.778 -1.844
C10 -0.683 3.622 -2.939
C11 -1.265 4.869 -2.786
C12 -1.745 5.267 -1.549
C13 -1.646 4.418 -0.459
C14 -1.068 3.168 -0.603
H7 -0.988 2.501 0.242
H8 -2.019 4.726 0.505
H9 -2.196 6.240 -1.435
H10 -1.342 5.528 -3.635
H11 -0.312 3.321 -3.907
C15 -0.563 0.601 -3.016
H12 -1.648 0.702 -2.993
H13 -0.203 0.932 -3.992
C16 -0.139 -0.856 -2.738
H14 -0.874 -1.347 -2.098
H15 -0.116 -1.398 -3.693
H16 -0.137 0.946 -1.057
H17 1.924 1.915 -1.211
H18 1.724 2.254 -2.936
H19 0.618 -2.375 -0.759
H20 2.326 -1.924 -0.738
H21 1.846 0.131 0.511
O3 -0.171 0.064 0.332
H22 -0.849 -0.566 0.625
H23 1.912 -2.160 1.722
H24 1.042 -0.859 2.581
H25 0.524 -2.506 4.343
H26 0.073 -3.550 6.496
H27 -1.048 -4.938 6.467

Cartesian forces (eV/Å) of the 2 atoms listed first:
C 0.0 0.0 0.1
H 0.0 0.0 0.0

Properties
- Structure (SMILES): COCCOC[C@H](O)CN1CC[NH+](c2ccccc2)CC1
- Calculated total energy: -960.83577 Ha
- Frontier orbital gap: 9.70 eV
- HOMO level: -11.774 eV
- Net charge: +1


No. 2
Entry from OMol25: C16H28AlBClN4O4 as an isolated structure at a distorted geometry (wB97M-V/def2-TZVPD).

CARTESIAN COORDINATES (ANGSTROEM)
Al1 20.456 -23.182 24.597
Cl1 16.426 -22.584 23.271
O1 16.989 -23.095 24.497
O2 15.541 -23.563 22.688
O3 15.697 -21.370 23.497
O4 17.517 -22.318 22.333
B1 20.787 -22.672 21.847
H1 21.012 -22.341 20.706
H2 20.726 -23.876 21.933
H3 21.619 -22.243 22.608
H4 19.670 -22.343 22.140
C1 23.675 -19.881 23.043
C2 25.056 -20.477 22.743
C3 25.028 -21.966 22.465
C4 24.261 -22.760 23.417
N1 23.652 -23.366 24.173
H5 22.927 -20.196 22.307
H6 23.726 -18.796 23.084
H7 23.275 -20.261 23.987
H8 25.683 -20.266 23.611
H9 25.463 -19.899 21.913
H10 26.042 -22.373 22.506
H11 24.635 -22.198 21.472
C5 16.931 -27.336 19.043
C6 16.636 -27.426 20.528
C7 16.633 -26.072 21.272
C8 17.814 -25.760 22.069
N2 18.656 -25.515 22.806
H12 16.380 -26.569 18.496
H13 16.710 -28.281 18.541
H14 18.000 -27.187 18.861
H15 17.386 -28.062 21.001
H16 15.667 -27.916 20.598
H17 15.839 -26.124 22.020
H18 16.433 -25.278 20.554
N3 19.165 -20.139 21.165
C9 19.954 -19.114 20.815
C10 19.143 -17.932 20.769
C11 17.870 -18.274 21.152
C12 17.928 -19.661 21.466
H19 19.400 -21.135 21.308
H20 20.968 -19.267 20.480
H21 19.403 -16.951 20.407
H22 17.007 -17.634 21.133
H23 17.170 -20.344 21.834
N4 20.217 -24.149 19.200
C13 20.606 -25.407 18.824
C14 20.312 -25.565 17.455
C15 19.784 -24.375 16.999
C16 19.776 -23.485 18.119
H24 20.360 -23.729 20.135
H25 21.027 -26.007 19.616
H26 20.428 -26.427 16.821
H27 19.352 -24.148 16.040
H28 19.451 -22.462 18.221

Cartesian forces (eV/Å) of the 2 atoms listed first:
Al -0.1 -0.2 -0.8
Cl -1.3 -1.0 0.4

Properties
- Calculated total energy: -1873.12915 Ha
- Frontier orbital gap: 2.27 eV
- HOMO level: -11.234 eV
- Net charge: +1


No. 3
Entry from OMol25: C16H28AlBrCl2FO2 as an isolated structure at a distorted geometry (wB97M-V/def2-TZVPD).

CARTESIAN COORDINATES (ANGSTROEM)
C1 -0.513 5.206 -0.668
C2 -0.276 4.072 0.266
C3 0.123 2.535 -0.138
O1 -0.735 1.757 -1.050
Al1 0.314 0.151 -1.139
C4 -0.603 -1.643 -0.753
C5 0.205 -2.916 -1.477
C6 1.363 -3.499 -0.421
C7 -0.876 -4.177 -1.675
C8 1.360 0.413 -2.897
C9 0.255 0.883 -4.032
F1 2.372 1.480 -2.637
O2 1.291 0.421 0.493
C10 0.450 1.490 1.127
C11 -1.036 0.960 1.622
C12 -2.201 1.826 1.954
C13 1.290 2.107 2.393
C14 1.789 0.850 3.333
C15 3.441 0.620 3.253
Br1 4.490 2.248 3.777
H1 0.197 5.570 -1.524
H2 -1.520 5.823 -0.504
H3 -0.338 4.314 1.432
H4 1.092 2.688 -0.778
H5 -0.499 -1.850 0.411
H6 -1.719 -1.721 -1.100
H7 0.694 -2.620 -2.501
H8 1.710 -4.591 -0.702
H9 0.899 -3.553 0.652
H10 2.303 -2.800 -0.384
H11 -1.855 -3.835 -2.245
H12 -1.136 -4.592 -0.592
H13 -0.380 -5.094 -2.247
H14 1.878 -0.612 -3.191
H15 0.870 1.180 -5.001
H16 -0.526 0.035 -4.303
H17 -0.279 1.888 -3.679
H18 -1.187 -0.216 1.680
H19 -2.490 2.837 1.438
H20 -2.938 1.419 2.798
H21 0.539 2.782 3.028
H22 2.164 2.840 2.072
H23 1.490 1.095 4.449
H24 1.317 -0.188 3.042
H25 3.674 -0.304 3.958
H26 3.693 0.331 2.137
C16 -4.166 -3.173 0.100
Cl1 -2.675 -3.614 0.940
Cl2 -3.843 -2.039 -1.217
H27 -4.623 -4.076 -0.312
H28 -4.851 -2.705 0.812

Cartesian forces (eV/Å) of the 2 atoms listed first:
C -0.1 -1.8 2.1
C -0.8 1.6 -1.3

Properties
- Calculated total energy: -4613.36493 Ha
- Frontier orbital gap: 7.31 eV
- HOMO level: -4.880 eV
- Net charge: -1


No. 4
Entry from OMol25: a 5-piece molecular cluster, C16H28BBr10FN2O6S overall at a distorted geometry (wB97M-V/def2-TZVPD).

CARTESIAN COORDINATES (ANGSTROEM)
C1 -2.423 3.288 -0.231
C2 -2.175 1.982 -0.752
C3 -1.945 0.549 -1.511
C4 -0.536 0.459 -2.382
S1 -0.373 -1.389 -2.843
O1 -0.060 -2.180 -1.512
O2 0.834 -1.498 -3.818
O3 -1.861 -1.864 -3.529
C5 -2.997 -1.607 -2.606
F1 -4.210 -2.177 -3.304
C6 -3.185 0.049 -2.458
O4 -3.175 0.569 -3.833
N1 -3.052 1.907 -3.878
O5 -4.078 2.458 -4.245
B1 -4.659 0.234 -1.687
N2 -5.983 0.453 -2.420
O6 -4.764 0.150 -0.187
H1 -2.605 4.170 0.541
H2 -1.828 -0.271 -0.652
H3 -0.512 1.164 -3.317
H4 0.328 0.694 -1.594
H5 -2.906 -2.150 -1.573
H6 -6.137 -0.434 -2.985
H7 -6.749 0.411 -1.693
H8 -4.974 -0.821 0.052
Br1 0.987 2.178 4.120
C7 1.560 0.893 2.770
C8 1.015 1.252 1.407
Br2 -0.871 0.778 1.253
H9 1.246 -0.096 3.116
H10 2.653 0.944 2.774
H11 1.518 0.674 0.626
H12 1.097 2.317 1.174
Br3 1.073 -1.939 5.249
C9 1.795 -1.266 6.931
C10 0.700 -1.060 7.953
Br4 -0.315 0.564 7.582
H13 2.349 -0.353 6.698
H14 2.496 -2.035 7.268
H15 1.126 -0.908 8.948
H16 -0.018 -1.883 7.991
Br5 3.815 2.860 7.232
C11 5.312 3.332 6.074
C12 4.953 3.155 4.616
Br6 4.977 1.272 4.107
H17 6.164 2.722 6.388
H18 5.522 4.382 6.294
H19 5.699 3.632 3.975
H20 3.962 3.541 4.364
Br7 -2.913 -1.466 -5.498
C13 -2.340 -2.751 -6.849
C14 -2.885 -2.392 -8.212
Br8 -4.771 -2.866 -8.366
H21 -2.654 -3.740 -6.502
H22 -1.247 -2.700 -6.845
H23 -2.382 -2.970 -8.992
H24 -2.803 -1.327 -8.445
Br9 3.506 0.493 -2.272
C15 3.900 -1.279 -1.558
C16 4.243 -1.214 -0.088
Br10 6.057 -0.551 0.185
H25 4.701 -1.700 -2.173
H26 2.986 -1.859 -1.716
H27 4.235 -2.213 0.354
H28 3.576 -0.563 0.484

Cartesian forces (eV/Å) of the 2 atoms listed first:
C 1.4 -9.2 -3.2
C -2.0 8.8 2.5

Properties
- Calculated total energy: -27450.04120 Ha
- Frontier orbital gap: 8.28 eV
- HOMO level: -8.930 eV
- Net charge: 0